# C56H84O28

A 14-piece molecular cluster, C56H84O28 overall in a non-equilibrium geometry (wB97M-V/def2-TZVPD, OMol25).

The calculation puts the frontier orbital gap at 9.4 eV. As for the energy above the lowest of the compared OMol25 structures with the same formula, charge and spin: 88.1 kJ/mol.

Cartesian coordinates (Å):
O: 13.1537 18.3499 16.5045
C: 13.1735 18.5455 17.6649
O: 12.8396 17.5651 18.5505
C: 13.0969 17.9248 19.8685
C: 13.1761 19.5105 19.8222
C: 13.5928 19.8389 18.3770
H: 14.0275 17.5214 20.1997
H: 12.2204 17.5893 20.4526
H: 13.8109 19.8963 20.6040
H: 12.2044 19.9130 19.9581
H: 14.6450 19.9521 18.2133
H: 13.0785 20.6679 17.8975
O: 10.8535 14.9742 9.2712
C: 11.9420 14.7282 9.6719
O: 12.4006 15.1570 10.8606
C: 13.6645 14.6285 11.1922
C: 14.2680 14.1595 9.8522
C: 13.0431 13.9610 8.9798
H: 13.6032 13.7424 11.8004
H: 14.4133 15.2647 11.6361
H: 14.9054 13.2707 9.9622
H: 14.8626 14.9964 9.4718
H: 12.7598 12.9105 8.8241
H: 13.1284 14.2841 7.9492
O: 17.5844 12.4253 18.4568
C: 18.5931 11.8008 18.4783
O: 18.5536 10.4613 18.4192
C: 19.8002 9.8791 18.6566
C: 20.8455 11.0667 18.4508
C: 19.9875 12.3345 18.7745
H: 19.9839 9.0142 18.0197
H: 19.8024 9.5770 19.6770
H: 21.0482 11.1050 17.3602
H: 21.7697 10.9212 18.9913
H: 20.2427 13.2194 18.1773
H: 20.0464 12.7129 19.7975
O: 12.8631 14.6715 20.6965
C: 12.5071 13.5911 20.9643
O: 13.4001 12.6073 20.9610
C: 12.7171 11.3025 21.1792
C: 11.5198 11.7834 21.9747
C: 11.1599 13.0748 21.2521
H: 13.4481 10.7278 21.7431
H: 12.4820 10.9329 20.1833
H: 11.7830 11.9730 23.0223
H: 10.6416 11.1183 21.9383
H: 10.6438 13.8075 21.8685
H: 10.6638 12.9822 20.2597
O: 12.5528 11.6189 11.0775
C: 13.2941 11.0185 11.7318
O: 14.6679 10.9896 11.6843
C: 15.2218 10.0285 12.6193
C: 14.1195 9.7990 13.6814
C: 12.8116 10.1095 12.8977
H: 16.1383 10.2713 13.1400
H: 15.2899 9.0792 12.1243
H: 14.2681 10.4573 14.5275
H: 14.0659 8.7965 14.0696
H: 12.1089 10.7188 13.4481
H: 12.3101 9.2112 12.5708
O: 9.1852 10.2874 12.8720
C: 9.3732 11.4557 12.7582
O: 10.1258 12.0677 13.7536
C: 10.3351 13.4942 13.3988
C: 9.1853 13.7443 12.4108
C: 9.0819 12.4435 11.6700
H: 11.2750 13.5431 12.8781
H: 10.2504 14.1491 14.2626
H: 9.4023 14.6211 11.8243
H: 8.2992 13.9476 12.9987
H: 9.7792 12.2196 10.8363
H: 8.0964 12.3497 11.2555
O: 10.6364 12.6984 17.9735
C: 10.5922 11.7104 17.3093
O: 9.5261 10.9144 17.3380
C: 9.7724 9.6264 16.7902
C: 11.0289 9.7621 15.9480
C: 11.6928 11.1409 16.3979
H: 8.9064 9.3634 16.1563
H: 9.9460 8.8501 17.5413
H: 10.7806 9.8886 14.8929
H: 11.6698 8.9139 16.0551
H: 11.7772 11.8750 15.5629
H: 12.6128 11.0820 16.9860
O: 9.7692 16.4218 13.8239
C: 10.6628 17.1776 13.7754
O: 10.5009 18.4901 13.7490
C: 11.7150 19.2150 13.5748
C: 12.7847 18.1131 13.0763
C: 12.1621 16.8386 13.7217
H: 12.0597 19.5457 14.5458
H: 11.5716 20.0132 12.8800
H: 13.8058 18.2672 13.4350
H: 12.9428 17.9367 12.0087
H: 12.4974 16.7378 14.7585
H: 12.2269 15.8648 13.2785
O: 7.5399 18.8498 18.5391
C: 8.2316 17.9187 18.3056
O: 8.0804 16.6955 18.9068
C: 9.1572 15.7909 18.5737
C: 9.7297 16.3363 17.2534
C: 9.5023 17.8894 17.4004
H: 8.7459 14.7741 18.3904
H: 9.9484 15.7503 19.3070
H: 9.1804 15.9507 16.3795
H: 10.7918 16.1255 17.0945
H: 9.2981 18.3295 16.4236
H: 10.2129 18.5531 17.8873
O: 16.1877 18.1516 18.8246
C: 17.1183 17.4721 18.9756
O: 18.2092 17.8322 19.7014
C: 19.1619 16.7308 19.8894
C: 18.7893 15.5838 18.9495
C: 17.3773 16.0869 18.3422
H: 18.9994 16.4701 20.9206
H: 20.1946 17.0616 19.6497
H: 18.7005 14.6086 19.3752
H: 19.5862 15.6089 18.2475
H: 16.5227 15.5216 18.6825
H: 17.3998 16.1833 17.2424
O: 17.5761 12.4314 23.2568
C: 16.8967 13.3637 23.0388
O: 16.1576 14.0035 23.9674
C: 15.3346 15.0057 23.4011
C: 15.8761 15.3239 22.0245
C: 16.5966 13.9915 21.6821
H: 15.4474 15.8715 24.0718
H: 14.2589 14.7597 23.3598
H: 16.6750 16.0620 22.0147
H: 15.0541 15.7152 21.4272
H: 17.5261 14.0420 21.1149
H: 16.0061 13.2440 21.1559
O: 12.8254 9.1886 18.3444
C: 13.8907 8.9665 17.8681
O: 14.6055 9.9349 17.1583
C: 15.8975 9.4402 16.8056
C: 16.1186 8.2520 17.8099
C: 14.7270 7.6695 18.0072
H: 16.6953 10.1611 16.8817
H: 15.8800 8.9456 15.8267
H: 16.4388 8.6767 18.7439
H: 16.8360 7.4700 17.5102
H: 14.4891 7.3025 18.9667
H: 14.4133 7.0058 17.1586
O: 14.4094 12.9087 14.3549
C: 14.2035 13.3969 15.4587
O: 13.0309 13.9736 15.7073
C: 13.0019 14.6039 17.0429
C: 14.0920 13.8187 17.8013
C: 15.1497 13.4271 16.6761
H: 12.0095 14.5339 17.4396
H: 13.2149 15.6759 16.9784
H: 13.6855 12.9013 18.2742
H: 14.5742 14.4637 18.5126
H: 15.6523 12.4953 16.7571
H: 15.8784 14.2587 16.5204
O: 19.0176 14.5909 15.7557
C: 18.4470 14.3718 14.7331
O: 17.3742 15.0919 14.3780
C: 16.8175 14.6690 13.1000
C: 17.4373 13.2416 12.9079
C: 18.7977 13.4040 13.5933
H: 17.1974 15.4296 12.3916
H: 15.7357 14.6083 13.1015
H: 17.4852 12.9686 11.8341
H: 16.8964 12.4243 13.4041
H: 19.6229 13.7400 12.9632
H: 19.2032 12.4686 14.0251